{"formula": "C61H72N9O19PS", "method": "wB97M-V/def2-TZVPD", "e_tot_ha": -5028.6180, "multiplicity": 1, "charge": -2, "e_homo_ev": -0.133, "gap_ha": 0.06706, "max_force_ev_per_a": 4.646, "species": ["O", "C", "H", "H", "H", "O", "C", "N", "H", "H", "H", "H", "H", "H", "H", "H", "N", "H", "C", "H", "H", "C", "C", "C", "H", "C", "P", "H", "C", "O", "H", "O", "C", "H", "C", "C", "H", "C", "O", "C", "O", "H", "C", "H", "H", "C", "H", "C", "O", "O", "H", "C", "H", "N", "H", "H", "H", "H", "C", "H", "H", "C", "C", "H", "C", "C", "O", "C", "H", "C", "H", "N", "C", "H", "O", "C", "H", "C", "H", "O", "C", "H", "C", "C", "H", "C", "O", "O", "O", "C", "H", "N", "H", "C", "H", "C", "H", "C", "H", "C", "C", "H", "C", "H", "H", "H", "N", "H", "C", "O", "C", "H", "C", "C", "C", "C", "H", "S", "H", "C", "H", "C", "H", "H", "O", "O", "H", "C", "H", "C", "H", "C", "H", "C", "H", "C", "C", "C", "H", "O", "C", "H", "H", "H", "N", "N", "O", "H", "C", "H", "C", "H", "H", "N", "C", "H", "H", "C", "C", "C", "H", "H", "C"], "coordinates": [[-12.795, -6.173, -1.633], [-9.243, -4.087, 0.630], [-0.605, -1.924, -4.117], [5.378, 1.154, -1.768], [-3.734, -6.243, 0.416], [-2.337, -6.034, 2.938], [-1.708, 1.157, -1.241], [1.555, 9.933, -0.423], [2.594, 10.496, -5.602], [-8.425, -4.150, 1.337], [-0.622, -3.866, 1.725], [-1.379, -3.172, -2.014], [-1.592, 2.190, -1.660], [-0.827, -9.574, 7.083], [10.927, 3.944, -1.155], [2.280, -3.783, -2.805], [12.559, 3.621, -3.283], [-7.807, 2.908, 6.182], [-1.251, -8.447, 5.307], [-8.596, 1.010, 4.828], [11.291, 3.077, 1.117], [14.129, 1.932, -0.342], [3.091, 9.733, -2.340], [0.173, -2.484, -3.524], [-12.154, -3.836, -1.904], [-9.521, -2.882, -0.003], [1.331, -1.377, -2.459], [2.123, -0.986, -3.633], [-1.280, -8.678, 6.676], [1.982, 0.062, -0.151], [-3.436, -7.190, -2.610], [-6.263, 4.712, 6.721], [-5.916, 1.919, 2.956], [8.532, 1.833, -4.600], [-2.007, -6.522, -0.963], [2.550, -2.851, -2.228], [3.562, -2.993, 3.116], [-0.661, 7.267, 0.655], [-4.681, 5.063, 5.297], [2.439, -0.301, -1.276], [-11.644, -7.315, -0.210], [-3.727, 1.843, -0.497], [-11.342, -3.914, -1.192], [-1.896, 0.246, -3.205], [-0.096, 10.925, -2.306], [13.932, 2.413, -1.628], [-6.820, -2.058, 3.105], [-2.866, -5.646, 0.028], [-2.000, -5.278, 1.138], [-1.315, -7.910, 2.637], [15.024, 1.368, -0.106], [6.675, 2.819, -1.350], [-0.892, 8.219, 0.193], [8.256, 4.680, -0.986], [6.574, 0.524, -3.836], [0.304, 0.449, -3.847], [0.097, -4.273, -2.124], [1.542, 5.878, 2.825], [-1.400, -4.499, -3.746], [-0.750, -5.258, -4.265], [14.678, 2.220, -2.389], [-6.449, -1.571, 2.180], [-1.124, 4.939, 0.971], [-1.708, -7.066, -3.063], [11.827, 3.380, -0.937], [7.782, 3.546, -1.782], [3.658, 0.071, -1.624], [-0.594, -3.601, -2.697], [-1.733, -3.782, -4.556], [6.240, 1.731, -2.096], [-3.234, -4.676, -0.400], [-1.831, -7.058, 3.347], [-1.140, -4.186, 0.772], [9.310, 3.766, -3.296], [-5.077, -1.416, 2.022], [0.403, 7.169, 1.541], [-1.530, -0.991, -1.949], [4.271, -3.409, 1.076], [-2.082, -7.588, -0.588], [-2.865, 3.885, -0.109], [6.912, 1.378, -3.260], [4.987, -1.965, 2.685], [-4.987, -0.820, 0.770], [3.357, 9.876, -3.694], [3.597, -4.294, 1.274], [-6.146, 3.338, 4.874], [4.039, -2.825, -0.197], [13.403, 3.352, -4.124], [7.670, 4.935, 0.052], [4.031, -2.397, 2.281], [-8.920, -2.005, 0.217], [-6.190, -0.625, 0.189], [-7.385, 0.370, 2.774], [-2.446, -6.374, 5.638], [-1.707, -3.330, 0.314], [-1.839, -7.297, 4.799], [6.147, 3.085, -0.443], [-3.261, 0.914, -0.924], [3.300, -1.589, 2.004], [12.779, 3.130, -1.917], [13.177, 2.168, 0.643], [4.322, 9.581, -4.089], [-1.430, 6.149, 0.364], [0.710, 1.073, -2.206], [-1.111, 1.045, -0.296], [0.557, -1.753, -1.274], [-7.084, -1.118, 1.109], [0.795, -3.048, -4.290], [-10.015, -5.209, 0.360], [-1.662, 2.727, 1.264], [-10.567, -2.796, -0.915], [-10.780, -1.855, -1.408], [1.147, 10.771, -4.041], [-7.040, 1.205, 3.360], [-7.273, 2.637, 5.281], [-5.465, 2.992, 3.713], [2.857, -4.428, -0.729], [-3.303, -0.507, 0.240], [-4.590, 3.541, 3.390], [-1.257, 0.045, -2.283], [-3.420, -5.291, -4.011], [12.030, 2.893, 0.347], [-2.900, -5.473, 5.244], [-2.257, 6.236, -0.329], [0.439, 10.240, -0.029], [2.440, 9.489, 0.285], [0.187, 3.884, 2.323], [2.386, 10.391, -4.543], [-1.923, -7.951, 8.591], [0.708, 5.952, 2.137], [3.568, -2.533, -2.612], [-1.895, -7.764, 7.523], [-0.301, -4.487, 0.076], [8.014, 2.114, -3.690], [-3.728, 0.688, -1.928], [1.847, 10.106, -1.849], [0.873, 10.629, -2.688], [-7.719, 1.567, 4.518], [-3.211, -4.366, -2.483], [9.222, 5.313, -1.403], [8.453, 3.203, -2.952], [0.393, 11.176, -4.706], [3.854, 9.330, -1.686], [-0.773, -9.166, 4.655], [-1.946, 3.758, 0.686], [-11.895, -6.288, -0.818], [11.550, 4.264, -3.501], [-0.914, -6.280, -0.970], [-2.516, -6.547, -2.463], [-5.390, 1.636, 2.051], [0.247, 0.196, -2.741], [-9.792, -6.142, 0.861], [-2.951, -5.901, 7.669], [-5.660, 4.456, 5.690], [-2.474, -6.612, 7.006], [13.330, 1.784, 1.645], [1.899, -3.052, -0.053], [-11.063, -5.111, -0.547], [-2.718, -5.133, -3.134], [-0.057, 4.829, 1.853], [5.331, -3.794, 1.103], [0.995, 8.048, 1.769], [2.769, -3.290, -0.728]], "forces_ev_per_angstrom": [[0.20, -0.06, 0.20], [-0.20, 0.04, -0.14], [0.59, -0.31, 0.52], [-0.36, -0.14, 0.05], [0.80, 0.54, -0.14], [-0.90, -2.29, 3.61], [-0.50, -1.77, 0.22], [-0.05, -0.04, 0.33], [-0.01, -0.01, 0.07], [-0.03, -0.02, -0.08], [-0.73, -0.16, -0.95], [0.99, -0.27, -0.45], [-0.08, -0.94, 0.31], [-0.01, 0.05, -0.06], [0.16, 0.00, -0.20], [0.12, 0.80, 0.47], [-0.11, 0.13, -0.32], [0.19, 0.12, -0.04], [0.08, -0.17, 0.03], [0.04, 0.07, 0.01], [0.01, 0.01, -0.11], [-0.15, 0.09, 0.02], [0.20, -0.09, 0.09], [-0.64, -1.31, -0.38], [0.02, -0.20, 0.09], [-0.02, 0.21, -0.06], [0.95, 0.63, 0.07], [-0.05, -0.04, -0.13], [-0.12, 0.15, -0.01], [-0.52, -0.52, -0.65], [0.78, 0.77, 0.48], [0.12, -0.05, -0.23], [-0.12, -0.01, 0.12], [0.01, 0.08, 0.05], [-1.01, -0.93, -0.62], [1.21, -0.94, 0.91], [0.47, 0.61, -0.58], [-0.05, -0.13, 0.01], [-0.27, -0.14, 0.12], [2.96, 1.40, 1.00], [-0.09, 0.22, -0.16], [0.37, -1.23, -0.17], [-0.15, 0.14, -0.15], [0.39, -0.37, 0.92], [0.13, -0.10, 0.15], [0.21, -0.09, -0.10], [0.30, 0.55, -1.04], [1.52, 0.21, 0.00], [0.20, 2.08, -4.15], [-0.22, -0.11, 0.22], [-0.05, 0.04, -0.06], [0.04, 0.05, 0.05], [-0.02, -0.08, 0.04], [-0.17, -0.06, -0.04], [-0.07, 0.05, 0.10], [-0.21, -0.37, 1.05], [-0.47, 0.84, -0.28], [-0.05, -0.06, -0.06], [-0.59, 0.85, 0.44], [-0.56, 0.51, 0.64], [-0.18, 0.10, -0.07], [0.61, 0.32, -2.22], [0.36, 0.50, 0.08], [-0.85, 0.46, 0.56], [-0.26, 0.11, -0.06], [-0.23, -0.43, -0.23], [-1.97, -0.75, -0.27], [-0.45, -0.36, -1.57], [0.30, -0.77, 0.77], [-0.03, -0.09, 0.04], [0.11, -0.96, 0.00], [-0.05, 0.52, -0.28], [0.87, 0.09, 0.23], [-0.10, 0.07, 0.18], [-1.47, 0.46, -1.04], [0.11, 0.04, 0.12], [0.47, 0.91, 0.04], [0.04, 0.40, 0.79], [0.24, 1.08, -0.27], [0.12, 0.18, 0.27], [0.15, 0.10, -0.04], [-0.91, -0.21, -0.57], [-0.30, 0.47, -0.80], [-0.16, 0.09, -0.02], [0.59, 0.74, -0.49], [-0.16, -0.46, -0.35], [-0.79, -0.84, 0.62], [-0.14, 0.06, 0.21], [0.27, 0.09, -0.20], [-0.22, -0.60, 0.17], [-0.03, -0.16, -0.01], [2.58, -0.67, 1.92], [-0.11, 0.27, 0.01], [-0.12, 0.16, 0.04], [0.53, -0.66, 0.46], [0.26, -0.14, 0.62], [0.10, 0.05, -0.06], [0.16, 1.10, -1.04], [0.85, -0.69, -0.01], [0.07, -0.23, 0.61], [-0.01, 0.01, 0.03], [-0.06, -0.01, 0.08], [-0.10, 0.06, -0.12], [-0.39, -0.89, -0.37], [-0.37, 0.23, -0.99], [-0.24, -0.07, 0.15], [-0.06, -1.02, 2.25], [-0.52, 0.68, 0.68], [0.12, -0.13, 0.17], [-0.36, 0.50, -0.04], [0.03, -0.26, 0.13], [0.01, -0.08, 0.01], [0.17, -0.06, 0.05], [-0.08, 0.27, 0.17], [-0.19, -0.03, 0.21], [0.17, 0.06, -0.08], [-0.24, 0.95, 0.12], [-0.90, -0.01, 0.30], [-0.07, 0.04, 0.17], [-0.12, 1.51, -1.07], [0.57, 0.12, 0.94], [0.20, -0.08, -0.04], [0.11, -0.13, -0.19], [0.03, -0.21, 0.08], [0.41, -0.04, -0.12], [-0.29, 0.21, -0.18], [-0.14, -0.03, -0.19], [0.00, 0.01, -0.01], [0.01, 0.02, -0.07], [-0.19, 0.07, -0.13], [-1.10, -0.11, 0.41], [0.00, -0.01, 0.05], [-1.01, 0.30, 0.52], [-0.17, -0.03, 0.18], [0.19, -0.06, 1.28], [0.12, 0.04, -0.60], [-0.23, 0.08, -0.01], [0.23, 0.12, -0.08], [0.42, -0.76, -0.37], [-0.20, -0.04, 0.22], [0.28, 0.14, -0.16], [0.02, -0.03, 0.08], [-0.20, 0.01, 0.08], [-0.09, 0.20, -0.13], [0.10, -0.31, 0.13], [-0.11, -0.18, -0.06], [0.40, -0.16, 0.07], [-1.08, 0.24, 0.24], [0.45, 0.17, -0.13], [0.00, 0.07, 0.06], [-1.02, 0.80, -0.12], [-0.17, -0.01, -0.14], [0.04, -0.02, -0.08], [0.13, 0.23, 0.12], [0.09, -0.17, -0.05], [-0.01, 0.02, -0.07], [0.80, 0.31, -0.51], [0.30, 0.43, 0.11], [0.19, -0.52, -1.27], [0.11, -0.18, 0.17], [-0.84, 0.39, -0.02], [-0.04, -0.06, -0.04], [0.10, -1.19, -0.98]], "lowdin_charge": [0.061, -0.060, 0.063, 0.072, 0.123, 0.073, -0.271, -0.333, 0.106, 0.102, 0.103, 0.074, 0.109, 0.102, 0.090, 0.053, -0.338, 0.113, -0.007, 0.104, 0.114, -0.079, 0.006, -0.352, 0.115, -0.063, 0.519, 0.006, -0.079, -0.169, 0.097, 0.057, -0.031, 0.099, -0.162, -0.301, 0.053, -0.073, 0.078, -0.764, 0.065, 0.050, -0.011, 0.096, 0.118, -0.012, 0.146, -0.179, -0.313, 0.076, 0.102, 0.014, 0.087, -0.348, 0.115, 0.061, 0.086, 0.109, -0.220, 0.104, 0.114, -0.184, -0.135, 0.102, 0.017, -0.161, -0.217, -0.259, 0.094, -0.026, 0.104, -0.305, -0.084, 0.083, -0.015, -0.075, 0.062, -0.297, 0.107, 0.044, -0.047, 0.056, -0.610, -0.061, 0.098, -0.149, -0.183, 0.062, 0.065, -0.085, 0.070, 0.054, 0.062, 0.000, 0.072, -0.132, 0.121, -0.455, 0.079, -0.135, -0.077, 0.111, -0.003, 0.067, 0.094, 0.025, -0.029, 0.069, -0.006, 0.086, -0.061, 0.108, -0.071, -0.065, -0.015, 0.016, 0.099, 0.992, 0.121, -0.280, 0.096, -0.052, 0.121, 0.115, 0.056, 0.081, 0.127, -0.074, 0.100, -0.056, 0.077, -0.091, 0.074, -0.080, 0.085, -0.141, -0.005, -0.065, 0.090, 0.021, -0.031, 0.106, 0.124, 0.117, -0.323, -0.354, 0.076, 0.106, -0.210, 0.104, -0.330, 0.117, 0.104, -0.353, -0.076, 0.104, 0.102, -0.155, -0.222, 0.014, 0.105, 0.087, -0.276]}